Entry 1:
Molecular formula: C15H33BNO8Si
Method: DFT, wB97M-V/def2-TZVPD

Output
- F_max (eV Å⁻¹) = 9.3
- HOMO-LUMO gap (eV) = 3.363
- LUMO energy (eV) = 1.96
- calculated total energy (eV) = -42509.74156
- M (u) = 394.33
- E_HOMO (eV) = -1.4
- total charge = -1

The geometry in XYZ format:
```
59
Properties=species:S:1:pos:R:3:lowdin_charge:R:1
C 4.2287 2.3297 1.8590 -0.22
Si 3.5860 3.5731 0.5237 0.46
C 2.6056 2.5565 -0.8094 -0.19
C 5.1476 4.3066 -0.4089 -0.22
O 2.7124 4.9554 1.1666 -0.27
C 1.4176 4.5260 1.7817 -0.21
C 0.4339 5.7709 2.1902 -0.13
O 0.0121 6.6320 1.0762 -0.05
C -0.0366 5.9147 -0.2063 -0.20
O 0.9737 6.1287 -1.0842 0.04
O -1.1086 5.0091 -0.6647 -0.03
O -0.5912 3.8669 -1.0756 0.01
B -1.4943 2.7953 -0.5376 -0.40
O -2.0670 1.7032 -1.4003 0.07
O -1.8018 2.8256 0.9321 0.04
H 4.2185 1.2601 1.3385 0.06
H 3.4804 2.2759 2.7856 0.05
H 5.3264 2.5322 2.2181 0.04
H 2.4395 3.2575 -1.7395 0.06
H 1.6018 2.1319 -0.3660 0.05
H 3.2694 1.6221 -1.1424 0.07
H 4.6912 5.0968 -1.1774 0.05
H 5.7721 3.4627 -0.9609 0.05
H 5.8139 4.9496 0.3387 0.05
H 1.7350 4.0039 2.8074 0.13
H 0.8856 3.6656 1.1601 0.11
H -0.4705 5.3663 2.8548 0.15
H 1.0578 6.4682 2.9315 0.15
H -2.4372 0.9975 -0.7602 0.12
H -1.0247 2.3259 1.3569 0.13
C -0.3194 -5.3149 0.7248 -0.06
C -0.5042 -4.3360 -0.4556 -0.51
C -1.2655 -5.0436 -1.6071 -0.17
C -2.7422 -5.3158 -1.3412 -0.20
C -3.3849 -4.3269 -0.3767 -0.16
C -2.6649 -2.9582 -0.2707 -0.52
N -1.2623 -3.2038 0.1092 -0.24
O -0.5241 -2.0386 0.2553 -0.34
C -3.3684 -2.1842 0.8771 -0.06
C -2.8662 -2.1615 -1.5799 -0.04
C 0.9114 -4.0180 -1.0180 -0.07
H 0.2501 -4.8521 1.5373 0.08
H 0.2255 -6.2152 0.4154 0.06
H -1.2764 -5.6408 1.1424 0.06
H -1.1892 -4.4368 -2.5179 0.10
H -0.7752 -5.9960 -1.8588 0.11
H -3.2790 -5.3029 -2.2980 0.10
H -2.8666 -6.3299 -0.9435 0.10
H -4.4378 -4.1894 -0.6562 0.11
H -3.4116 -4.7943 0.6163 0.10
H -3.2170 -2.6849 1.8411 0.08
H -4.4505 -2.1243 0.7056 0.07
H -2.9994 -1.1559 0.9697 0.06
H -3.9359 -2.0190 -1.7823 0.07
H -2.4394 -2.6598 -2.4553 0.07
H -2.4206 -1.1627 -1.5218 0.05
H 1.4093 -4.9344 -1.3613 0.07
H 1.5676 -3.5730 -0.2621 0.07
H 0.8593 -3.3365 -1.8754 0.07
```

Entry 2:
Molecular formula: C4H7N2OP
Method: DFT, wB97M-V/def2-TZVPD

Output
- F_max (eV Å⁻¹) = 4.5
- HOMO-LUMO gap (eV) = 9.300
- SMILES string = Cc1c[nH]n(P)c1=O
- LUMO energy (eV) = 0.71
- calculated total energy (eV) = -18575.44728
- energy above the lowest of the compared OMol25 structures with the same formula, charge and spin (eV) = 2.776
- M (u) = 130.09
- E_HOMO (eV) = -8.6
- total charge = 0

The geometry in XYZ format:
```
15
Properties=species:S:1:pos:R:3:lowdin_charge:R:1
C 1.9610 0.6657 0.0982 -0.05
C 0.6148 0.0111 -0.0204 -0.19
C 0.3581 -1.3493 -0.0254 -0.05
N -0.9718 -1.6021 -0.0122 0.07
N -1.5402 -0.2244 0.2846 -0.33
P -3.1471 0.1106 -0.0116 0.89
C -0.6077 0.7339 0.1128 -0.56
O -0.8792 1.9206 0.2094 0.02
H 2.5979 0.0217 0.7995 0.10
H 1.9703 1.7291 0.3587 0.08
H 2.4578 0.8852 -0.8562 0.07
H 1.0908 -2.0429 -0.1684 0.10
H -1.5441 -2.3002 0.3954 0.12
H -3.1578 1.1777 0.7598 -0.11
H -3.5063 -0.6391 1.0070 -0.14
```

Entry 3:
Molecular formula: C25H69N5O8
Method: DFT, wB97M-V/def2-TZVPD

Output
- F_max (eV Å⁻¹) = 3.0
- HOMO-LUMO gap (eV) = 8.943
- SMILES string = CC1(C)CCCC(C)(C)N1O.COC[C@H](C)N.COC[C@H](C)N.COC[C@H](C)N.COC[C@H](C)N.O.O.O
- LUMO energy (eV) = 0.41
- calculated total energy (eV) = -50870.24992
- energy above the lowest of the compared OMol25 structures with the same formula, charge and spin (eV) = 1.777
- M (u) = 567.85
- E_HOMO (eV) = -8.5
- total charge = 0

The geometry in XYZ format:
```
107
Properties=species:S:1:pos:R:3:lowdin_charge:R:1
C 4.9072 -2.0641 1.5522 -0.04
C 3.9440 -1.8675 2.7455 -0.45
C 4.7398 -1.9622 4.0774 -0.03
C 3.3711 -0.4353 2.5225 -0.15
C 2.1508 -0.0579 3.2656 -0.18
C 1.0837 -1.1171 2.9657 -0.14
C 1.4668 -2.5737 3.3043 -0.51
C 1.3922 -2.8152 4.7954 -0.03
C 0.4124 -3.5141 2.5707 0.00
N 2.7944 -2.8792 2.8105 -0.10
O 3.2373 -4.2219 3.0709 -0.01
H 5.6086 -1.2442 1.3978 0.09
H 5.5819 -2.8808 1.8090 0.08
H 4.4134 -2.3812 0.6337 0.07
H 5.0680 -2.9904 4.2298 0.08
H 5.6255 -1.3271 4.0630 0.08
H 4.2170 -1.5812 4.9546 0.07
H 4.1976 0.2024 2.8360 0.13
H 3.0917 -0.3867 1.4700 0.11
H 2.2744 -0.0481 4.3485 0.11
H 1.6948 0.8950 2.9972 0.11
H 0.7567 -1.0083 1.9316 0.09
H 0.2201 -0.8595 3.5787 0.12
H 0.4078 -2.7884 5.2628 0.09
H 2.0062 -2.0878 5.3264 0.07
H 1.8501 -3.7765 5.0284 0.08
H 0.5848 -4.5284 2.9306 0.08
H 0.5272 -3.4925 1.4870 0.06
H -0.6000 -3.2187 2.8462 0.08
H 3.0111 -4.6238 2.2290 0.10
C -3.8048 -2.7232 -5.3195 -0.11
O -2.8392 -3.7516 -5.2899 -0.19
C -2.6232 -4.3107 -3.9872 -0.17
C -1.8169 -3.3726 -2.9960 -0.40
C -0.9783 -4.1200 -2.0227 -0.08
N -2.7218 -2.6095 -2.0994 0.04
H -4.7630 -3.0104 -4.8864 0.09
H -3.9057 -2.3853 -6.3509 0.09
H -3.4935 -1.9146 -4.6583 0.06
H -3.5437 -4.7211 -3.5720 0.12
H -2.1319 -5.2694 -4.1530 0.11
H -1.3755 -2.5908 -3.6141 0.13
H -0.1778 -4.5354 -2.6348 0.08
H -1.4957 -4.9076 -1.4748 0.09
H -0.5808 -3.4956 -1.2226 0.05
H -3.1450 -1.9053 -2.6870 0.04
H -2.2006 -2.1017 -1.3990 0.02
C -2.0998 1.6827 3.0296 -0.10
O -3.2331 1.3188 2.2531 -0.21
C -3.3137 2.0169 1.0053 -0.17
C -4.6886 1.6870 0.2530 -0.39
C -5.9681 2.1314 1.0383 -0.06
N -4.7739 0.2551 0.0039 0.05
H -1.8126 2.7291 3.1333 0.09
H -1.2614 1.0796 2.6810 0.07
H -2.1332 1.3485 4.0665 0.09
H -3.3885 3.0859 1.2046 0.11
H -2.4097 1.8522 0.4190 0.09
H -4.6984 2.2290 -0.6927 0.12
H -6.8520 1.7182 0.5525 0.07
H -6.1290 3.2095 1.0476 0.07
H -6.0043 1.8050 2.0777 0.07
H -3.8131 -0.0364 -0.1052 0.04
H -5.0592 -0.1425 0.8875 0.07
C 2.6703 -0.5334 -2.8968 -0.10
O 2.2919 0.8238 -2.9986 -0.18
C 1.2358 1.3178 -2.1767 -0.15
C -0.1996 0.9053 -2.7380 -0.42
C -0.4481 1.6068 -4.0884 -0.04
N -1.1957 1.3037 -1.8119 0.02
H 3.3755 -0.8282 -3.6739 0.09
H 1.7869 -1.1672 -2.8198 0.07
H 3.2069 -0.7768 -1.9798 0.07
H 1.3783 1.0587 -1.1276 0.11
H 1.1681 2.4040 -2.2369 0.10
H -0.2483 -0.1818 -2.8013 0.12
H -1.3982 1.2284 -4.4656 0.08
H 0.2850 1.2665 -4.8197 0.08
H -0.4180 2.6954 -4.0424 0.08
H -1.3065 2.2935 -1.9794 0.09
H -2.0946 0.9032 -2.0391 0.09
C 0.0865 3.4309 0.6205 -0.11
O 0.3714 4.2170 -0.5223 -0.19
C 0.9702 5.4964 -0.3214 -0.21
C 1.6037 6.0609 -1.5259 -0.46
C 2.8079 5.2378 -1.9947 -0.04
N 2.0430 7.4234 -1.2105 0.04
H -0.8597 3.6107 1.1308 0.06
H 0.8413 3.6206 1.3836 0.09
H 0.1417 2.3663 0.3932 0.06
H 0.2450 6.2268 0.0372 0.13
H 1.8030 5.3614 0.3687 0.13
H 0.9131 6.1090 -2.3679 0.14
H 3.4784 5.1115 -1.1447 0.08
H 3.3749 5.6673 -2.8206 0.08
H 2.5571 4.2152 -2.2769 0.06
H 1.2656 8.0105 -0.9439 0.07
H 2.3937 7.8419 -2.0602 0.07
O 1.6744 -2.2870 -0.2870 -0.05
H 1.7960 -3.2261 -0.4269 0.05
H 1.8930 -2.1514 0.6349 -0.01
O -2.7535 -1.4328 1.9433 -0.06
H -2.0483 -1.1544 1.3591 -0.03
H -3.1610 -0.6167 2.2335 -0.01
O -1.0598 -0.8563 -0.1345 -0.06
H -1.0862 -0.0170 -0.5939 -0.02
H -0.1817 -1.1964 -0.3063 0.01
```